(1)
The following is a DFT calculation (ωB97M-V/def2-TZVPD) of a 10-piece molecular cluster, C22H35N10O3 overall at a distorted geometry.

For the total energy, the calculation gives -1632.07822 hartree. The net charge is -1. The calculation puts the highest occupied orbital energy at -1.5780 eV. For the lowest unoccupied orbital energy, the calculation gives 0.069 Ha. The HOMO-LUMO gap comes out at 3.45 eV.

Cartesian coordinates (Å):
C  2.132  -0.992  -1.790
C  1.372  -2.334  -2.350
O  2.059  -3.506  -2.265
O  0.042  -2.391  -2.978
C  -1.044  -2.175  -2.009
C  -1.357  -0.606  -1.652
N  -1.504  0.214  -2.924
O  -0.361  0.838  -3.255
H  2.874  -0.643  -2.642
H  2.777  -1.324  -0.867
H  1.430  -0.079  -1.571
H  -0.915  -2.785  -0.999
H  -2.033  -2.601  -2.525
H  -2.434  -0.589  -1.136
H  -0.628  -0.128  -0.855
H  0.278  0.137  -3.581
C  2.231  -5.597  -4.726
C  2.905  -5.283  -6.052
N  3.463  -5.023  -7.152
H  2.454  -4.810  -4.000
H  1.148  -5.659  -4.864
H  2.596  -6.552  -4.340
C  -0.047  -0.613  2.536
C  -1.441  -0.825  1.969
N  -2.598  -1.001  1.498
H  0.510  -1.554  2.518
H  0.489  0.130  1.940
H  -0.115  -0.260  3.569
C  -4.916  0.158  4.013
C  -4.863  0.827  5.376
N  -4.820  1.382  6.508
H  -5.263  0.872  3.260
H  -3.921  -0.197  3.733
H  -5.603  -0.692  4.041
C  -5.630  0.003  -0.781
C  -6.125  0.748  0.448
N  -6.536  1.366  1.467
H  -6.037  -1.012  -0.790
H  -5.951  0.524  -1.687
H  -4.538  -0.052  -0.769
C  -2.561  2.996  8.633
C  -1.629  4.183  8.453
N  -0.856  5.168  8.305
H  -3.463  3.308  9.166
H  -2.845  2.594  7.656
H  -2.060  2.212  9.208
C  3.825  2.636  -1.166
C  2.790  1.827  -0.402
N  1.931  1.155  0.232
H  3.573  2.655  -2.230
H  3.850  3.662  -0.788
H  4.815  2.187  -1.043
C  -4.779  4.706  1.917
C  -3.509  4.247  1.219
N  -2.456  3.865  0.640
H  -5.441  5.199  1.200
H  -5.299  3.847  2.349
H  -4.531  5.411  2.716
C  6.408  -0.730  0.818
C  5.709  -0.315  -0.466
N  5.130  0.030  -1.532
H  7.429  -0.339  0.830
H  5.865  -0.336  1.682
H  6.443  -1.821  0.888
C  4.939  -1.459  -5.371
C  5.871  -0.272  -5.550
N  6.644  0.713  -5.698
H  4.037  -1.147  -4.837
H  4.655  -1.860  -6.347
H  5.440  -2.242  -4.795

=====

(2)
The following is a DFT calculation (ωB97M-V/def2-TZVPD) of an isolated ion of composition C6H6N and charge +1 at a distorted geometry.

For the total energy, the calculation gives -286.54995 hartree. The net charge is +1. The calculation puts the highest occupied orbital energy at -15.1550 eV. For the lowest unoccupied orbital energy, the calculation gives -0.222 Ha. The HOMO-LUMO gap comes out at 9.12 eV.

Cartesian coordinates (Å):
C  0.467  -1.672  0.092
C  1.014  -2.712  -0.426
C  -0.874  1.862  0.361
C  -0.226  -0.713  0.755
C  0.072  2.029  -0.747
C  -0.412  0.475  0.092
N  0.149  0.799  -1.138
H  1.951  -3.253  -0.047
H  0.386  -3.338  -1.041
H  -0.941  2.367  1.414
H  -1.837  2.068  -0.133
H  -0.424  -0.801  1.760
H  0.675  2.889  -0.941

=====

(3)
The following is a DFT calculation (ωB97M-V/def2-TZVPD) of a 2-piece molecular cluster, C4H8NO2 overall at a distorted geometry.

For the total energy, the calculation gives -362.08217 hartree. The net charge is +1. The calculation puts the highest occupied orbital energy at -14.9576 eV. For the lowest unoccupied orbital energy, the calculation gives -0.127 Ha. The HOMO-LUMO gap comes out at 11.49 eV.

Cartesian coordinates (Å):
C  0.273  -1.589  0.465
C  3.052  -0.686  -0.694
C  0.535  -0.323  0.515
C  -1.252  1.428  -0.009
N  -0.033  0.697  -0.648
O  4.019  -0.272  -0.208
O  -0.475  -2.246  -0.637
H  0.996  -2.122  1.135
H  1.418  -0.072  1.033
H  -0.910  1.846  0.990
H  -1.645  2.309  -0.611
H  -2.074  0.759  0.189
H  0.847  1.164  -0.626
H  -0.120  -0.099  -1.272
H  -0.851  -3.089  -0.362

=====

(4)
The following is a DFT calculation (ωB97M-V/def2-TZVPD) of C28H50FInN2O9P as an isolated structure.

For the total energy, the calculation gives -2515.00362 hartree. The net charge is -1. The calculation puts the highest occupied orbital energy at -3.7637 eV. For the lowest unoccupied orbital energy, the calculation gives 0.074 Ha. The HOMO-LUMO gap comes out at 5.77 eV.

Cartesian coordinates (Å):
C  -1.759  1.194  5.480
C  -1.510  1.817  4.096
P  -2.529  1.118  2.671
C  -3.571  -0.208  3.472
In  -0.760  -0.113  1.301
N  -0.756  -2.114  2.051
F  -1.468  -0.167  -0.617
C  1.132  0.999  1.475
C  2.287  0.567  0.532
C  1.841  -0.292  -0.653
C  1.890  -1.785  -0.328
C  1.167  -2.712  -1.330
C  0.899  -2.136  -2.721
C  -0.213  -2.885  -3.464
C  -0.704  -2.107  -4.696
C  -1.801  -1.081  -4.350
C  -2.906  -0.991  -5.406
C  -2.413  -0.442  -6.752
C  -2.203  1.076  -6.688
N  -0.999  1.558  -7.351
C  -0.374  0.987  -8.424
C  0.685  1.794  -8.779
C  0.696  2.891  -7.888
C  -0.360  2.715  -7.023
H  -0.867  1.289  6.106
H  -2.566  1.710  6.007
H  -2.001  0.134  5.418
H  -0.451  1.704  3.852
H  -1.715  2.885  4.144
H  -4.087  0.200  4.343
H  -3.013  -1.094  3.791
H  -4.331  -0.494  2.742
H  -1.740  -2.314  2.220
H  -0.497  -2.777  1.323
H  0.915  2.060  1.323
H  1.437  0.888  2.522
H  2.768  1.467  0.132
H  3.070  0.046  1.098
H  0.832  0.012  -0.945
H  2.484  -0.107  -1.523
H  1.423  -1.932  0.653
H  2.937  -2.075  -0.197
H  1.760  -3.627  -1.456
H  0.213  -3.030  -0.898
H  1.815  -2.190  -3.322
H  0.585  -1.095  -2.648
H  -1.051  -2.979  -2.765
H  0.107  -3.894  -3.741
H  -1.091  -2.811  -5.443
H  0.152  -1.588  -5.139
H  -1.362  -0.089  -4.200
H  -2.256  -1.340  -3.391
H  -3.346  -1.982  -5.552
H  -3.706  -0.345  -5.026
H  -1.482  -0.946  -7.020
H  -3.142  -0.681  -7.530
H  -3.071  1.582  -7.122
H  -2.147  1.389  -5.643
H  -0.718  0.063  -8.859
H  1.378  1.606  -9.584
H  1.397  3.711  -7.882
H  -0.672  3.334  -6.197
C  -0.008  4.059  8.744
C  0.849  5.304  8.591
O  1.145  5.297  7.195
C  0.186  4.579  6.549
O  0.060  4.514  5.377
O  -0.603  3.946  7.453
H  -0.786  4.150  9.498
H  0.587  3.165  8.937
H  0.299  6.216  8.831
H  1.774  5.275  9.162
C  -2.579  -4.896  3.466
C  -3.789  -4.318  4.173
O  -4.125  -5.362  5.102
C  -3.017  -6.104  5.329
O  -2.930  -6.941  6.170
O  -2.034  -5.765  4.473
H  -1.851  -4.146  3.170
H  -2.854  -5.502  2.600
H  -3.548  -3.413  4.732
H  -4.632  -4.123  3.518
C  7.202  2.300  -0.711
C  5.767  2.381  -0.222
O  5.141  1.337  -0.965
C  6.076  0.436  -1.334
O  5.858  -0.625  -1.814
O  7.320  0.923  -1.076
H  7.941  2.543  0.048
H  7.372  2.913  -1.598
H  5.671  2.156  0.842
H  5.278  3.326  -0.438